Entry 1:
An isolated molecule of C19H23N3O3S. Source: OMol25; level of theory: wB97M-V/def2-TZVPD.

Properties
- Energy relative to the best compared isomer or geometry (same formula, charge and spin): 82.02 kcal/mol
- HOMO energy: -7.69 eV
- E_LUMO: 0.8 eV
- Maximum force: 0.89 eV/Å
- Gap between HOMO and LUMO: 8.45 eV
- Total energy: -41523.1469 eV
- SMILES: CCOc1ccc(/C=N/NC(=O)[C@H](C)Sc2ccccn2)cc1OCC

The geometry in ORCA input format:
```
! RIJCOSX wB97M-V def2-TZVPD def2/J DEFGRID3
* xyz 0 1
C 3.92 -5.49 0.37
C 2.48 -5.74 0.82
O 1.53 -5.23 -0.09
C 1.32 -3.89 -0.20
C 1.82 -2.95 0.70
C 1.53 -1.61 0.59
C 0.72 -1.15 -0.44
C 0.38 0.25 -0.59
N 0.79 1.10 0.26
N 0.51 2.42 0.18
C -0.22 3.12 -0.73
O -0.62 2.70 -1.79
C -0.36 4.61 -0.38
C 0.90 5.36 -0.80
S -0.67 4.90 1.40
C -1.97 3.74 1.66
C -2.61 3.66 2.89
C -3.60 2.71 3.03
C -3.91 1.88 1.95
C -3.21 2.05 0.77
N -2.26 2.96 0.63
C 0.23 -2.07 -1.36
C 0.51 -3.43 -1.26
O -0.09 -4.21 -2.21
C 0.54 -5.38 -2.70
C 1.90 -5.09 -3.34
H 4.61 -5.93 1.09
H 4.12 -4.43 0.29
H 4.09 -5.95 -0.60
H 2.31 -5.34 1.83
H 2.28 -6.81 0.85
H 2.44 -3.27 1.52
H 1.92 -0.90 1.30
H -0.23 0.52 -1.45
H 0.81 2.92 1.01
H -1.22 4.99 -0.93
H 1.77 4.99 -0.25
H 1.08 5.21 -1.86
H 0.80 6.42 -0.60
H -2.33 4.32 3.69
H -4.13 2.61 3.96
H -4.68 1.13 2.03
H -3.39 1.45 -0.10
H -0.40 -1.76 -2.18
H -0.16 -5.75 -3.45
H 0.65 -6.13 -1.91
H 1.79 -4.33 -4.12
H 2.60 -4.72 -2.60
H 2.30 -5.99 -3.78
*
```

Entry 2:
A structure of composition C19H23N3O4 in a non-equilibrium geometry. Source: OMol25; level of theory: wB97M-V/def2-TZVPD.

Properties
- Energy relative to the best compared isomer or geometry (same formula, charge and spin): 501.42 kcal/mol
- HOMO energy: -8.70 eV
- E_LUMO: 0.2 eV
- Maximum force: 18.83 eV/Å
- Gap between HOMO and LUMO: 8.89 eV
- Total energy: -32718.0538 eV

The geometry in ORCA input format:
```
! RIJCOSX wB97M-V def2-TZVPD def2/J DEFGRID3
* xyz 0 1
C -2.72 1.62 -1.16
C -1.43 1.21 -1.82
H -1.24 1.65 -2.90
H -1.31 0.23 -1.87
O -0.66 1.89 -0.91
C 0.77 2.17 -1.28
O 1.18 1.92 -2.28
C 1.64 2.78 -0.43
C 1.22 4.22 0.00
C -0.01 4.07 0.99
H -0.03 5.20 1.23
C 0.25 3.30 2.03
N 0.41 1.81 1.74
C -0.31 0.90 1.57
O -1.64 1.21 1.83
N 0.06 -0.30 1.38
C -0.92 -1.51 1.21
C -1.97 -1.83 1.81
O -2.35 -3.10 1.04
N -1.40 -3.40 0.28
C -0.65 -2.44 0.07
C 0.70 -2.54 -0.74
C 1.26 -1.54 -1.44
C 2.34 -1.67 -2.19
C 2.60 -2.94 -2.87
C 2.05 -4.17 -2.04
C 0.85 -3.96 -1.00
H 0.59 -4.79 -0.81
H 2.44 -5.03 -2.12
H 3.49 -3.17 -3.20
H 2.68 -0.84 -2.86
H 0.66 -0.51 -1.28
C -2.75 -1.34 2.81
H -3.90 -1.72 2.86
H -2.87 -0.20 2.82
H -2.17 -1.61 3.66
H 0.84 -0.52 0.86
C 2.03 1.82 1.10
H 2.19 0.87 0.61
H 2.79 2.38 1.55
H -0.60 2.98 2.90
H 1.29 3.66 2.93
H -0.84 3.85 0.48
H 0.99 4.77 -0.69
H 2.08 4.74 0.54
H 2.65 2.64 -0.80
H -3.60 1.04 -1.67
H -2.88 1.22 -0.06
H -3.00 2.74 -1.41
*
```

Entry 3:
A cluster of 2 separate species, C19H23N3O4S in total in a non-equilibrium geometry. Source: OMol25; level of theory: wB97M-V/def2-TZVPD.

Properties
- Energy relative to the best compared isomer or geometry (same formula, charge and spin): 105.00 kcal/mol
- HOMO energy: -6.80 eV
- E_LUMO: 0.0 eV
- Maximum force: 2.33 eV/Å
- Gap between HOMO and LUMO: 6.81 eV
- Total energy: -43569.7731 eV

The geometry in ORCA input format:
```
! RIJCOSX wB97M-V def2-TZVPD def2/J DEFGRID3
* xyz 0 1
C -6.16 0.41 -2.48
C -4.68 0.42 -2.71
C -3.98 -0.78 -2.82
C -2.62 -0.79 -3.11
C -1.96 0.42 -3.30
S -0.24 0.42 -3.75
N 0.48 0.40 -2.00
C 1.69 0.39 -1.82
O 2.86 0.39 -1.63
O 0.11 -0.84 -4.36
O 0.11 1.69 -4.34
C -2.62 1.63 -3.13
C -3.98 1.63 -2.83
H -6.54 1.43 -2.42
H -6.67 -0.12 -3.29
H -6.41 -0.12 -1.55
H -4.52 -1.72 -2.69
H -2.07 -1.72 -3.18
H -2.08 2.56 -3.21
H -4.52 2.57 -2.72
C -1.65 1.10 1.20
C -0.88 0.85 2.48
N 0.58 0.84 2.33
C 1.28 2.11 2.51
C 1.79 2.31 3.93
C 1.17 -0.30 1.83
C 2.60 -0.36 1.83
N 3.25 -1.53 1.49
C 2.76 -2.38 0.52
C 3.47 -3.50 0.14
C 4.68 -3.81 0.75
C 5.16 -2.95 1.75
C 4.45 -1.82 2.09
O 0.43 -1.23 1.42
H -2.72 1.07 1.43
H -1.41 2.07 0.77
H -1.43 0.32 0.46
H -1.09 1.65 3.21
H -1.19 -0.12 2.89
H 2.13 2.14 1.81
H 0.57 2.91 2.25
H 2.31 3.27 3.98
H 0.95 2.33 4.64
H 2.48 1.51 4.21
H 3.17 0.36 2.41
H 1.80 -2.10 0.11
H 3.02 -4.10 -0.65
H 5.24 -4.69 0.46
H 6.10 -3.13 2.26
H 4.75 -1.08 2.83
*
```

Entry 4:
An isolated molecule of C19H23N3O4S in a non-equilibrium geometry. Source: OMol25; level of theory: wB97M-V/def2-TZVPD.

Properties
- Energy relative to the best compared isomer or geometry (same formula, charge and spin): 12.23 kcal/mol
- HOMO energy: -8.26 eV
- E_LUMO: 0.3 eV
- Maximum force: 1.08 eV/Å
- Gap between HOMO and LUMO: 8.55 eV
- Total energy: -43573.7961 eV
- SMILES: CCCCC(=O)Nc1ccc(C(=O)Nc2nc(CC(=O)OCC)cs2)cc1

The geometry in ORCA input format:
```
! RIJCOSX wB97M-V def2-TZVPD def2/J DEFGRID3
* xyz 0 1
C 2.91 -6.29 6.74
C 2.94 -4.98 5.96
C 4.06 -4.96 4.93
C 4.09 -3.65 4.15
C 2.94 -3.54 3.17
O 2.26 -4.48 2.82
N 2.77 -2.26 2.71
C 1.85 -1.77 1.78
C 0.87 -2.57 1.19
C -0.01 -2.01 0.28
C 0.08 -0.67 -0.08
C -0.90 -0.16 -1.06
O -1.97 -0.69 -1.28
N -0.53 0.96 -1.75
C -1.34 1.53 -2.70
N -1.01 2.57 -3.38
C -2.00 2.91 -4.25
C -1.82 4.13 -5.12
C -2.74 5.22 -4.59
O -2.41 6.09 -3.84
O -3.98 5.04 -5.05
C -4.97 5.96 -4.61
C -4.97 7.24 -5.43
C -3.10 2.11 -4.22
S -2.91 0.85 -3.05
C 1.05 0.13 0.52
C 1.92 -0.42 1.44
H 2.11 -6.29 7.47
H 2.76 -7.13 6.06
H 3.85 -6.44 7.26
H 3.07 -4.15 6.66
H 1.98 -4.84 5.45
H 5.02 -5.10 5.43
H 3.91 -5.78 4.23
H 5.02 -3.59 3.57
H 4.07 -2.80 4.84
H 3.41 -1.56 3.06
H 0.80 -3.61 1.46
H -0.78 -2.62 -0.17
H 0.37 1.40 -1.63
H -2.09 3.90 -6.15
H -0.79 4.46 -5.05
H -5.92 5.43 -4.71
H -4.79 6.20 -3.55
H -4.02 7.76 -5.30
H -5.10 7.01 -6.49
H -5.77 7.89 -5.11
H -3.99 2.19 -4.80
H 1.12 1.18 0.30
H 2.67 0.21 1.90
*
```